51
Properties=species:S:1:pos:R:3:forces:R:3:lowdin_charge:R:1 method="wB97M-V/def2-TZVPD" energy_ev=-44702.855 homo_ev=-3.37 orbital_gap_ev=5.567 charge=-1 de_lowest_kj_mol=0.0
C -5.190 0.777 -0.689 -0.2 0.2 0.2 -0.0863
C -4.412 0.031 -1.736 0.2 0.0 0.1 -0.2510
O -3.012 0.136 -1.442 -1.1 0.3 0.2 -0.0374
C -2.278 -0.560 -2.349 2.7 -0.2 -0.6 -0.4773
C -0.803 -0.341 -2.147 -1.4 -0.4 -1.0 -0.1595
C 0.047 -0.760 -3.246 -0.5 0.4 0.9 -0.4134
O -0.368 -1.312 -4.261 0.7 -0.2 -0.4 0.0151
C 1.563 -0.452 -3.121 -0.3 -0.6 -0.3 -0.1362
C 1.975 0.849 -3.808 0.2 0.1 0.3 -0.2131
C 1.667 2.139 -3.040 -0.2 0.2 -0.4 -0.2129
C 0.180 2.552 -3.000 0.0 0.3 0.0 -0.2101
C -0.556 2.199 -1.714 0.0 -0.7 0.4 -0.1932
C -0.362 0.734 -1.227 -0.1 0.8 0.5 -0.2208
O -2.812 -1.263 -3.185 -0.2 0.2 0.4 0.0656
H -6.256 0.663 -0.896 0.0 0.0 0.0 0.0674
H -5.002 0.386 0.315 0.1 0.1 -0.1 0.0753
H -4.961 1.847 -0.703 0.0 -0.1 0.1 0.0714
H -4.689 -1.031 -1.753 0.0 0.3 -0.1 0.1227
H -4.588 0.465 -2.730 -0.1 -0.3 0.2 0.1251
H 1.890 -0.484 -2.071 0.0 0.1 -0.3 0.1019
H 2.069 -1.269 -3.652 -0.2 0.0 0.1 0.1076
H 3.062 0.805 -3.956 -0.1 0.1 -0.1 0.0962
H 1.511 0.890 -4.806 0.1 0.0 0.2 0.1158
H 2.068 2.077 -2.019 0.0 0.0 -0.1 0.1072
H 2.215 2.946 -3.549 0.0 -0.1 0.2 0.0942
H 0.131 3.646 -3.113 -0.1 -0.2 -0.1 0.0948
H -0.356 2.139 -3.865 0.2 -0.1 0.1 0.1150
H -0.208 2.849 -0.900 0.0 0.1 -0.1 0.0991
H -1.633 2.386 -1.830 0.2 0.0 0.0 0.1024
H -0.911 0.594 -0.284 0.3 0.5 -0.3 0.0781
H 0.700 0.567 -0.985 -0.3 0.2 0.1 0.0929
C 4.023 -0.334 5.849 0.1 0.1 0.1 -0.0574
C 2.883 -0.668 4.929 -0.4 -0.1 -0.2 -0.2748
C 2.908 -1.857 4.193 -0.2 0.1 -0.2 -0.0374
C 1.856 -2.202 3.345 0.0 0.0 0.1 -0.0451
C 0.743 -1.363 3.249 0.2 0.3 0.0 -0.2734
S -0.720 -1.946 2.396 -0.8 0.2 -3.4 0.7437
N -0.700 -1.309 0.633 0.5 -0.3 3.3 0.0218
C -0.881 -2.089 -0.305 0.0 -1.9 -1.7 -0.3811
O -1.042 -2.984 -1.064 0.1 0.9 1.6 0.1540
O -0.606 -3.377 2.278 0.0 0.3 0.6 -0.3099
O -1.876 -1.317 2.973 0.7 -0.2 0.1 -0.3041
C 0.715 -0.154 3.951 0.0 -0.1 -0.1 -0.0430
C 1.779 0.182 4.790 0.1 -0.2 -0.1 -0.0340
H 3.854 0.624 6.345 0.1 -0.1 0.0 0.0723
H 4.147 -1.104 6.620 -0.1 0.1 -0.1 0.0830
H 4.969 -0.277 5.298 -0.1 0.0 0.1 0.0836
H 3.761 -2.531 4.303 -0.2 0.2 -0.1 0.1174
H 1.893 -3.124 2.770 -0.1 0.1 0.2 0.1172
H -0.136 0.515 3.843 0.1 -0.2 0.1 0.1185
H 1.750 1.110 5.367 0.0 -0.2 -0.3 0.1125